The following is a quantum chemistry calculation of a structure of composition C20H23I3N4NiO2S, from the Open Molecules 2025 dataset.

Properties
* multiplicity: 3
* total charge: +2
* expectation value of S²: 2.005
* Kohn-Sham gap (alpha / beta): 5.166 / 5.178 eV

Last column: Mulliken charge in e.
Atoms and positions in Å:
I  -0.570  -0.238  -5.537  0.185
I  0.977  -2.518  -0.316  0.451
I  -1.478  -3.257  -1.089  -0.094
Ni  0.041  -0.123  0.111  0.129
S  -2.921  0.392  1.812  0.465
O  6.059  2.973  0.719  -0.591
O  -1.842  -0.047  0.845  -0.496
N  0.514  1.019  -1.553  -0.076
N  1.204  0.648  1.593  0.424
N  4.561  2.018  2.105  -0.044
N  5.190  1.017  0.021  -0.047
C  4.726  -3.136  0.338  0.750
C  2.753  1.669  3.640  -0.507
C  5.030  -0.343  0.182  0.441
C  4.599  -4.605  0.448  -1.512
C  -2.889  2.217  1.705  -0.950
C  4.819  -2.493  -0.905  -0.898
C  0.016  0.399  -2.623  0.477
C  3.278  1.577  2.343  -0.171
C  4.800  -2.345  1.496  -0.885
C  4.975  -1.131  -0.983  -0.632
C  1.472  1.224  3.882  -0.889
C  2.443  1.069  1.345  -0.447
C  0.965  2.014  -4.107  0.009
C  0.224  0.851  -3.920  -0.598
C  1.211  2.144  -1.730  -0.035
C  -4.479  0.114  0.914  -0.982
C  4.942  -0.980  1.431  -0.107
C  0.725  0.702  2.835  -0.381
C  5.318  2.057  0.943  0.212
C  1.450  2.671  -2.990  -0.952
H  -3.560  2.623  2.455  0.453
H  -0.275  0.321  3.001  0.605
H  5.603  1.288  -0.868  0.257
H  4.439  -5.073  -0.517  0.363
H  -3.182  2.550  0.715  0.344
H  1.569  2.651  -0.846  0.561
H  -5.297  0.462  1.541  0.423
H  -0.588  -0.487  -2.451  0.119
H  3.345  2.082  4.442  0.492
H  4.921  2.672  2.794  0.278
H  1.149  2.395  -5.100  0.458
H  5.512  -5.020  0.881  0.363
H  -4.586  -0.953  0.742  0.362
H  4.770  -2.832  2.458  0.456
H  -4.472  0.642  -0.036  0.337
H  1.052  1.278  4.873  0.457
H  5.042  -0.414  2.342  0.574
H  4.784  -3.079  -1.809  0.371
H  3.791  -4.874  1.128  0.354
H  -1.873  2.541  1.913  0.277
H  2.778  1.011  0.319  0.969
H  2.010  3.587  -3.096  0.461
H  5.064  -0.652  -1.947  0.420


The following is a quantum chemistry calculation of a structure of composition C26H40As2NO5PdSb, from the Open Molecules 2025 dataset.

Properties
* ΔE to the lowest compared entry with this formula, charge and spin: 102.69 kcal/mol
* total charge: +2
* Kohn-Sham gap (alpha / beta): 5.118 / 5.106 eV

Last column: Mulliken charge in e.
Atoms and positions in Å:
Sb  -2.464  -0.805  -1.449  0.758
Pd  0.606  0.787  1.456  0.165
As  1.951  1.824  -0.266  0.835
As  2.951  -0.210  2.157  0.722
O  0.859  1.940  3.392  -0.700
O  -3.063  -1.079  0.724  -0.804
O  -2.612  -1.903  6.088  -0.506
O  -0.889  -0.887  0.525  -0.908
O  2.003  0.490  4.668  -0.653
N  -0.665  -0.142  2.995  0.441
C  2.665  -2.023  2.803  -1.248
C  5.049  -1.620  -1.230  -0.821
C  -2.029  -1.323  5.046  0.848
C  3.601  -0.462  0.313  -0.313
C  4.528  -1.465  0.047  -0.697
C  3.202  0.395  -0.709  0.723
C  -1.704  -0.935  2.718  -0.329
C  -5.430  0.240  -1.030  -1.177
C  -4.932  -0.673  -3.371  -1.287
C  -2.525  2.127  -2.379  -1.504
C  4.632  0.295  3.007  -1.174
C  -1.913  -1.004  1.237  0.600
C  -4.745  -0.795  -1.881  0.186
C  -0.065  -2.644  -2.731  -1.199
C  -0.300  0.115  4.257  0.460
C  -2.427  -1.546  3.716  -0.261
C  -0.952  -0.469  5.317  -0.631
C  -1.924  1.340  -1.218  1.948
C  3.707  0.221  -1.995  -0.268
C  -0.430  -0.837  -4.470  -1.285
C  4.633  -0.779  -2.252  -0.770
C  1.619  2.768  -1.952  -1.276
C  -2.245  1.992  0.123  -1.031
C  -0.195  -1.198  -3.057  0.931
C  3.135  3.112  0.584  -1.000
C  0.976  0.965  4.179  -0.041
H  2.656  4.092  0.585  0.493
H  -5.136  0.157  0.015  0.268
H  -0.902  -3.219  -3.124  0.348
H  -2.286  1.679  -3.347  0.335
H  -0.838  1.287  -1.336  -1.122
H  4.077  3.175  0.041  0.386
H  -0.659  -0.292  6.342  0.587
H  -1.546  1.694  0.915  0.112
H  -3.608  2.195  -2.285  0.251
H  -5.982  -0.875  -3.603  0.428
H  -6.507  0.047  -1.067  0.487
H  -4.337  -1.399  -3.926  0.369
H  4.446  0.441  4.068  0.421
H  -1.309  -1.341  -4.874  0.333
H  -2.129  3.144  -2.377  0.470
H  3.312  2.825  1.619  0.291
H  5.037  -0.898  -3.248  0.453
H  3.384  0.878  -2.795  0.417
H  0.019  -2.815  -1.660  0.314
H  -0.518  0.236  -4.629  0.328
H  -2.146  3.075  0.021  0.536
H  0.424  -0.518  -2.473  -0.121
H  -5.271  1.253  -1.394  0.209
H  -4.959  -1.804  -1.528  0.441
H  4.844  -2.130  0.842  0.378
H  0.917  3.578  -1.755  0.435
H  1.197  2.120  -2.719  0.303
H  0.838  -3.047  -3.208  0.449
H  5.026  1.212  2.575  0.340
H  0.420  -1.197  -5.065  0.439
H  -3.258  -2.198  3.483  0.449
H  -4.705  0.328  -3.739  0.286
H  2.560  3.194  -2.293  0.470
H  -3.339  -2.490  5.849  0.326
H  3.606  -2.565  2.890  0.528
H  5.340  -0.520  2.855  0.462
H  -3.255  1.780  0.472  0.187
H  5.772  -2.400  -1.428  0.446
H  2.226  -1.938  3.795  0.401
H  1.983  -2.558  2.143  0.334


The following is a quantum chemistry calculation of the ion C13H27N5O6P with charge +1, from the Open Molecules 2025 dataset.

Properties
* total charge: +1
* SMILES string: CCC[C@@H](C)[C@@H]1NC(N(CCCC(=O)O)CON=O)=[NH+][C@@H](P(N)O)O1
* Kohn-Sham gap: 8.428 eV

Last column: Mulliken charge in e.
Atoms and positions in Å:
P  2.835  -2.108  -0.237  0.235
O  -1.430  2.277  5.776  -0.472
O  -1.248  2.571  0.775  -0.272
O  -3.344  2.654  1.336  -0.255
O  1.401  -2.554  0.446  -0.436
O  1.760  -0.462  -2.171  -0.382
O  0.412  3.314  6.382  -0.425
N  0.541  1.166  1.300  0.167
N  3.859  -1.830  1.156  -0.629
N  -2.658  2.543  0.412  0.257
N  2.297  0.733  -0.154  -0.235
N  0.127  0.722  -0.957  -0.026
C  0.838  1.453  3.811  -1.442
C  0.404  -0.484  -1.756  -0.786
C  2.618  -0.427  -1.107  -0.186
C  1.012  0.863  0.119  0.110
C  0.217  2.845  4.070  -0.068
C  -1.779  0.282  -2.850  -1.658
C  -0.225  2.873  5.524  0.127
C  -0.891  1.341  1.391  -0.735
C  -1.907  -2.524  -3.525  -0.015
C  -0.528  -1.874  -3.594  -1.125
C  -1.832  -3.891  -4.227  -1.475
C  -0.433  -0.411  -3.051  0.897
C  1.460  1.371  2.430  -0.167
H  -1.241  -4.607  -3.660  0.358
H  0.990  -1.865  0.994  0.313
H  -2.462  0.083  -3.663  0.460
H  2.074  2.251  2.241  0.409
H  -2.236  -2.733  -2.508  0.263
H  0.073  0.705  4.008  0.333
H  1.626  1.333  4.547  0.439
H  -1.429  0.503  0.966  0.278
H  3.250  -1.569  1.936  0.297
H  0.141  0.142  -3.790  0.388
H  2.155  0.527  2.430  0.309
H  4.492  -1.042  1.010  0.343
H  2.883  0.560  0.660  0.285
H  0.914  3.646  3.858  0.444
H  0.323  1.514  -1.570  0.357
H  3.606  -0.203  -1.505  0.452
H  -0.213  -1.905  -4.634  0.422
H  0.183  -2.511  -3.068  0.290
H  0.103  -1.405  -1.262  0.543
H  -2.096  2.623  5.165  0.353
H  -2.828  -4.320  -4.295  0.403
H  -2.257  0.027  -1.908  0.260
H  -0.675  3.036  3.468  0.157
H  -2.655  -1.964  -4.070  0.244
H  -1.440  -3.813  -5.238  0.360
H  -1.219  1.401  2.423  0.768
H  -1.617  1.358  -2.861  0.468


The following is a quantum chemistry calculation of the molecule C15H21N3O3, from the Open Molecules 2025 dataset.

Properties
* ΔE to the lowest compared entry with this formula, charge and spin: 0.00 kcal/mol
* total charge: 0
* SMILES string: NC(=O)Cn1c2c(c(=O)n(C3CCCCC3)c1=O)CCC2
* Kohn-Sham gap: 9.430 eV

Last column: Mulliken charge in e.
Atoms and positions in Å:
O  1.961  -0.087  1.085  -0.723
O  -2.052  -0.392  -0.913  -0.690
O  1.215  3.997  2.921  -0.637
N  0.107  -0.403  -0.147  0.082
N  1.586  1.849  3.484  -0.382
N  1.028  1.810  0.332  -0.021
C  -0.271  -4.674  -0.978  -0.656
C  0.288  -1.887  -0.296  -0.534
C  -1.154  1.697  -0.597  0.785
C  1.968  2.599  1.130  -1.013
C  -0.626  -2.725  0.629  -0.707
C  0.614  -3.801  -1.868  -0.738
C  -1.667  3.926  -1.175  -0.728
C  -0.113  2.432  -0.182  0.557
C  -0.289  -4.248  0.508  -0.722
C  1.544  2.859  2.555  0.597
C  1.061  0.393  0.404  0.706
C  -0.408  3.879  -0.270  -0.772
C  0.267  -2.331  -1.735  -0.675
C  -2.325  2.548  -0.977  -0.809
C  -1.050  0.244  -0.567  0.083
H  2.971  2.113  1.176  0.447
H  -3.090  2.591  -0.199  0.286
H  0.395  4.455  -0.747  0.345
H  -1.695  -2.496  0.420  0.331
H  2.088  3.547  0.624  0.414
H  1.187  2.029  4.389  0.251
H  0.728  -4.435  0.876  0.338
H  -2.331  4.742  -0.932  0.358
H  0.057  -5.706  -1.142  0.344
H  1.290  -2.092  0.084  0.361
H  -1.359  4.073  -2.242  0.297
H  1.664  -3.917  -1.595  0.371
H  1.019  -1.741  -2.286  0.285
H  -0.493  -2.446  1.693  0.296
H  -2.756  2.226  -1.908  0.314
H  0.558  -4.189  -2.931  0.323
H  -1.301  -4.619  -1.322  0.327
H  -0.719  -2.144  -2.159  0.324
H  -0.982  -4.850  1.053  0.391
H  1.697  0.908  3.086  0.269
H  -0.614  4.267  0.719  0.327


The following is a quantum chemistry calculation of a structure of composition C3H5Br2O3S, from the Open Molecules 2025 dataset.

Properties
* ΔE to the lowest compared entry with this formula, charge and spin: 97.52 kcal/mol
* total charge: -1
* Kohn-Sham gap (alpha / beta): 4.064 / 3.473 eV

Last column: Mulliken charge in e.
Atoms and positions in Å:
Br  -0.479  2.356  -0.593  0.003
Br  -2.256  -1.868  -4.082  -0.944
S  -0.700  0.727  1.869  0.770
O  -1.696  1.635  2.447  -0.520
O  -0.958  -0.658  2.283  -0.512
O  1.069  -0.175  -0.931  -0.329
C  1.766  -0.101  0.328  -0.500
C  -0.301  -0.454  -0.819  -0.272
C  -0.994  0.649  -0.003  0.023
H  2.806  -0.136  0.165  0.295
H  -0.483  -1.443  -0.505  0.363
H  -0.605  -0.355  -1.847  0.213
H  1.424  -1.031  0.879  0.284
H  1.408  0.856  0.810  0.126


The following is a quantum chemistry calculation of a structure of composition C32H34BrF2N4OTi, from the Open Molecules 2025 dataset.

Properties
* multiplicity: 3
* ΔE to the lowest compared entry with this formula, charge and spin: 27.21 kcal/mol
* total charge: -1
* expectation value of S²: 2.023
* Kohn-Sham gap (alpha / beta): 3.850 / 7.324 eV

Last column: Mulliken charge in e.
Atoms and positions in Å:
Br  -0.006  -2.883  -1.791  -0.201
Ti  0.589  0.388  -0.145  -0.852
F  1.071  -1.169  2.181  -0.383
F  2.750  -1.220  0.742  -0.369
O  -1.315  -0.168  -1.408  -0.538
N  -1.598  -1.742  0.929  0.190
N  -0.961  1.189  1.120  1.670
N  -2.962  -2.108  1.062  -0.767
N  0.037  1.994  -1.330  0.616
C  0.431  3.278  -1.134  -0.306
C  2.290  -1.222  -2.623  0.524
C  -3.187  1.938  1.633  -1.220
C  4.234  0.024  -3.478  -1.003
C  -3.360  -1.803  3.510  -1.480
C  2.959  2.752  3.411  -0.873
C  2.008  -3.506  -3.567  -0.953
C  -2.409  -3.938  2.584  -1.892
C  1.588  2.657  3.357  -0.931
C  3.102  1.569  1.320  -0.520
C  3.722  2.206  2.385  -1.003
C  3.454  -1.142  -3.466  1.329
C  -0.481  1.975  2.143  0.206
C  1.716  1.455  1.214  0.863
C  -2.713  2.714  2.707  -0.622
C  3.870  1.096  -2.706  -1.488
C  1.920  -0.119  -1.776  1.307
C  -2.277  1.225  0.891  -0.690
C  -3.360  -2.769  2.317  1.605
C  -0.531  1.721  -2.534  0.464
C  3.155  -3.388  -4.341  -0.653
C  0.955  2.029  2.269  1.609
C  2.744  1.007  -1.888  -0.303
C  1.615  -2.464  -2.751  0.316
C  -0.679  2.645  -3.538  -0.717
C  -1.007  0.301  -2.697  -0.886
C  -4.767  -3.326  2.082  -1.805
C  3.857  -2.215  -4.289  -0.793
C  -0.198  3.945  -3.354  -0.715
C  -1.358  2.725  2.941  -1.344
C  1.354  -1.331  0.797  -0.192
C  0.355  4.246  -2.101  -0.938
H  -1.430  -3.583  2.901  0.292
H  -2.378  -1.349  3.631  0.331
H  -1.227  -1.273  1.761  -0.101
H  -5.109  -3.872  2.958  0.411
H  3.441  3.237  4.254  0.348
H  3.731  1.117  0.556  0.389
H  -3.612  -2.329  4.428  0.436
H  3.479  -4.214  -4.956  0.376
H  -1.886  0.258  -3.364  0.499
H  -0.194  -0.292  -3.152  0.210
H  -2.625  0.643  0.048  0.753
H  0.718  5.242  -1.894  0.429
H  4.804  2.241  2.451  0.420
H  -0.276  4.691  -4.128  0.398
H  -0.963  3.347  3.732  0.345
H  -4.082  -1.004  3.351  0.332
H  -1.158  2.356  -4.464  0.446
H  -3.510  -1.256  0.956  0.282
H  -2.815  -4.572  3.370  0.507
H  1.197  -2.422  0.643  0.564
H  -2.293  -4.529  1.677  0.394
H  -1.612  -1.089  -1.426  0.136
H  0.829  3.502  -0.148  0.378
H  2.516  1.898  -1.305  0.486
H  -5.470  -2.527  1.870  0.374
H  1.426  -4.415  -3.603  0.401
H  -4.750  -3.998  1.228  0.423
H  4.748  -2.084  -4.887  0.328
H  -1.059  -2.590  0.776  0.211
H  4.457  2.009  -2.714  0.446
H  -3.394  3.300  3.309  0.411
H  -4.239  1.908  1.383  0.478
H  5.117  0.047  -4.107  0.298
H  1.011  3.041  4.190  0.308


| no. | total energy (eV) |
| --- | --- |
| 1 | -107336.0660 |
| 2 | -171016.2667 |
| 3 | -42933.4403 |
| 4 | -26510.4152 |
| 5 | -160252.6601 |
| 6 | -140335.2906 |